# 1
Molecular formula: C4H12O
Method: DFT, ωB97M-V/def2-TZVPD

Element x y z (Å)
C (1.408, -2.351, 0.764)
C (1.021, -1.029, 1.387)
O (2.200, -2.087, -0.385)
H (2.119, -2.870, 1.430)
H (0.628, -3.076, 0.478)
H (0.157, -0.929, 2.028)
H (1.768, -1.990, -1.244)
H (0.730, -0.324, 0.601)
H (1.878, -0.568, 1.897)
C (-1.594, 2.546, -0.496)
C (-1.462, 1.243, -1.298)
H (-2.468, 2.454, 0.155)
H (-0.699, 2.699, 0.145)
H (-1.554, 3.503, -0.992)
H (-2.018, 0.443, -0.800)
H (-0.397, 1.017, -1.316)
H (-1.717, 1.318, -2.354)

Properties
- DFT total energy: -6389.137 eV
- Relative energy (zero: lowest compared OMol25 entry of this formula, charge and spin): 94.9 kJ/mol
- Spin multiplicity: 1


# 2
Molecular formula: C23H23N8O5SV
Method: DFT, ωB97M-V/def2-TZVPD

Element x y z (Å)
V (1.073, -0.754, -0.217)
C (2.465, 3.330, -1.097)
C (2.248, 1.920, -0.721)
N (1.293, 1.158, -1.124)
O (0.342, 1.733, -1.935)
C (3.107, 1.243, 0.310)
C (4.326, 1.780, 0.960)
N (2.534, 0.138, 0.556)
O (2.539, -0.966, 1.182)
H (1.923, 3.585, -2.002)
H (3.528, 3.533, -1.220)
H (2.099, 3.955, -0.275)
H (-0.239, 2.189, -1.288)
H (5.075, 2.024, 0.206)
H (4.736, 1.055, 1.658)
H (4.079, 2.695, 1.501)
O (2.046, -1.471, -1.432)
C (2.170, -1.728, -2.770)
C (3.421, -1.988, -3.300)
C (3.506, -2.234, -4.660)
C (2.362, -2.212, -5.452)
C (1.121, -1.944, -4.898)
C (1.004, -1.696, -3.532)
C (-0.266, -1.404, -2.879)
N (-0.439, -1.018, -1.617)
C (-1.796, -0.837, -1.426)
C (-2.440, -1.118, -2.583)
N (-1.464, -1.475, -3.482)
H (4.290, -2.010, -2.659)
H (4.468, -2.444, -5.106)
H (2.441, -2.404, -6.513)
H (0.255, -1.919, -5.546)
H (-2.201, -0.513, -0.485)
H (-3.483, -1.103, -2.843)
H (-1.625, -1.757, -4.435)
N (-5.814, 1.956, 3.971)
C (-4.573, 1.841, 3.455)
C (-3.495, 1.437, 4.268)
C (-2.236, 1.309, 3.741)
C (-2.016, 1.583, 2.385)
C (-3.073, 2.002, 1.569)
C (-4.335, 2.120, 2.093)
S (-0.427, 1.498, 1.767)
O (-0.296, 2.405, 0.650)
O (0.542, 1.509, 2.816)
N (-0.244, -0.024, 0.994)
C (-0.374, -1.228, 1.693)
N (-0.861, -1.361, 2.905)
C (-0.841, -2.606, 3.383)
C (-0.303, -3.686, 2.686)
C (0.222, -3.436, 1.438)
N (0.138, -2.204, 0.925)
H (-5.970, 1.854, 4.958)
H (-6.568, 2.337, 3.428)
H (-3.663, 1.242, 5.319)
H (-1.408, 1.017, 4.371)
H (-2.898, 2.259, 0.532)
H (-5.151, 2.455, 1.467)
H (-1.258, -2.743, 4.374)
H (-0.286, -4.678, 3.110)
H (0.686, -4.199, 0.828)

Properties
- DFT total energy: -82890.230 eV
- Charge: +2
- Relative energy (zero: lowest compared OMol25 entry of this formula, charge and spin): 0.0 kJ/mol
- Spin multiplicity: 1


# 3
Molecular formula: C15H23Cl5N5O2S
Method: DFT, ωB97M-V/def2-TZVPD

Element x y z (Å)
N (1.437, -1.786, 1.320)
C (0.661, -1.220, 0.417)
N (-0.683, -1.247, 0.425)
C (-1.060, -0.542, -0.644)
C (-2.471, -0.324, -1.027)
C (-3.083, -1.187, -1.913)
C (-4.419, -0.970, -2.220)
N (-5.129, 0.026, -1.713)
C (-4.529, 0.841, -0.856)
C (-3.204, 0.710, -0.471)
N (-0.004, -0.058, -1.316)
C (0.111, 0.793, -2.511)
C (-0.553, 2.159, -2.347)
C (0.164, 3.141, -1.412)
C (0.053, 2.745, 0.076)
S (-0.737, 3.900, 1.192)
O (-2.148, 3.764, 0.989)
O (-0.155, 3.780, 2.488)
Cl (-0.193, 5.710, 0.476)
N (1.102, -0.515, -0.649)
H (2.442, -1.743, 1.287)
H (0.985, -2.224, 2.109)
H (-2.548, -2.021, -2.354)
H (-4.929, -1.639, -2.906)
H (-5.126, 1.647, -0.441)
H (-2.782, 1.402, 0.249)
H (-0.299, 0.249, -3.364)
H (1.183, 0.927, -2.677)
H (-1.582, 2.035, -2.004)
H (-0.605, 2.592, -3.350)
H (-0.275, 4.124, -1.574)
H (1.223, 3.209, -1.671)
H (-0.610, 1.887, 0.191)
H (1.019, 2.521, 0.530)
H (2.045, -0.298, -0.935)
Cl (4.313, -3.122, 0.152)
C (3.161, -4.334, -0.487)
C (3.450, -4.667, -1.926)
Cl (3.093, -3.274, -2.988)
H (2.158, -3.928, -0.381)
H (3.253, -5.218, 0.140)
H (2.811, -5.487, -2.247)
H (4.490, -4.944, -2.077)
Cl (1.993, 1.049, 2.850)
C (0.719, 0.875, 4.098)
C (1.134, -0.081, 5.189)
Cl (1.264, -1.762, 4.584)
H (-0.186, 0.538, 3.598)
H (0.548, 1.867, 4.511)
H (0.392, -0.085, 5.984)
H (2.102, 0.183, 5.606)

Properties
- DFT total energy: -100915.506 eV
- Charge: +1
- Spin multiplicity: 1